[1]
Density functional theory data (the ωB97M-V functional and the def2-TZVPD basis) for a 2-piece molecular cluster, C3H2NO2S2 overall at a distorted geometry.

Geometry as XYZ:
```
10
Properties=species:S:1:pos:R:3:lowdin_charge:R:1
N 3.0401 -1.5936 0.1342 -0.750
H 0.6442 0.9751 -0.0891 -0.056
S 3.3325 1.2857 -0.3209 0.697
O 4.4229 1.7374 0.5866 -0.517
C 2.7420 -0.4761 0.4052 -0.220
C -1.4371 0.4022 0.0389 0.020
O 2.1504 2.1716 -0.2240 -0.542
S 3.5441 -3.0262 -0.1240 0.410
H -2.4169 0.2448 0.1568 -0.046
C -0.2224 0.3970 -0.0359 0.004
```

Its HOMO-LUMO gap is 7.865 eV. The multiplicity is 1. As for the net charge: -1. Its HOMO energy is -4.40 eV.

[2]
Density functional theory data (the ωB97M-V functional and the def2-TZVPD basis) for a 2-piece molecular cluster, C3H2NO2Se overall at a distorted geometry.

Geometry as XYZ:
```
9
Properties=species:S:1:pos:R:3:lowdin_charge:R:1
O -0.9338 1.4602 -1.0620 -0.004
C 0.4030 -0.2713 0.5230 -0.635
O -2.2437 0.2153 0.3211 0.065
C 0.4308 -1.5999 0.1161 -0.447
N 0.4069 -2.6961 -0.2502 0.073
H 0.2215 -0.1604 1.5948 0.042
Se 1.9018 0.7935 -0.0205 0.709
H 1.1381 1.5728 -0.9719 -0.191
C -1.3246 0.6859 -0.2503 -0.613
```

Its HOMO-LUMO gap is 7.419 eV. The multiplicity is 1. As for the net charge: -1. Its HOMO energy is -4.10 eV.